No. 1
Formula: C19H13CsN7OS5Se
Source: the Open Molecules 2025 dataset
Level of theory: the ωB97M-V functional and the def2-TZVPD basis

Calculated values
Electronic energy: -152466.1106 eV
LUMO: 0.43 eV
Orbital gap: 0.105 hartree
Multiplicity: 1
Net charge: -1

Element x y z (Å)
Cs 0.4208 -0.1679 0.5903
S -4.4865 -3.4040 5.5434
C -3.5404 -3.0373 4.2090
S -1.9481 -3.5969 3.9645
C -1.5519 -2.7825 2.4575
C -2.5550 -2.0023 1.9710
S -2.7035 -1.0249 0.5184
S -4.0103 -1.9847 2.9518
S 0.0511 -3.1599 1.8717
Se 4.1051 5.8674 -4.9455
N 4.7189 4.7634 -3.6823
C 3.7082 4.0458 -3.2800
C 3.8097 2.9926 -2.2746
C 5.0184 2.6538 -1.6668
C 5.0353 1.6484 -0.7281
C 3.8369 1.0079 -0.4248
N 2.6859 1.3156 -0.9982
C 2.6576 2.2935 -1.9042
C 1.3425 2.6141 -2.5093
N 0.2836 1.9135 -2.0905
C -0.8958 2.1584 -2.6383
C -1.0991 3.1240 -3.6208
C -0.0193 3.8637 -4.0428
C 1.2328 3.6095 -3.4840
C 2.4261 4.3499 -3.8837
N 2.4175 5.3091 -4.7656
H 5.9171 3.1886 -1.9448
H 5.9492 1.3567 -0.2296
H 3.8035 0.2172 0.3176
H -1.7216 1.5512 -2.2769
H -2.0862 3.2779 -4.0345
H -0.1140 4.6312 -4.7996
C -2.4161 4.7051 3.4381
N -1.1823 4.0437 3.0781
C -0.3658 3.3556 4.0629
C 0.4163 2.3704 3.1853
O 1.2560 1.6033 3.5893
N -0.0209 2.4981 1.8775
C -0.9732 3.4024 1.8976
N -1.7026 3.6857 0.8017
H -2.2497 5.2968 4.3362
H -3.2279 3.9971 3.6321
H -2.7222 5.3981 2.6543
H -0.9753 2.7989 4.7792
H 0.3034 4.0256 4.6024
H -1.6136 3.0178 0.0535
H -2.5864 4.1510 0.8911

Cartesian forces (eV/Å) of the 2 atoms listed first:
0.1 -0.4 0.1
0.0 -0.1 -0.1

Okay, here come the Mulliken numbers, in e, for every atom: atom 1 (Cs): 1.141, atom 2 (S): -0.403, atom 3 (C): 0.060, atom 4 (S): -0.134, atom 5 (C): -0.079, atom 6 (C): -0.066, atom 7 (S): -0.576, atom 8 (S): -0.160, atom 9 (S): -0.606, atom 10 (Se): 0.197, atom 11 (N): -0.846, atom 12 (C): 0.804, atom 13 (C): 0.906, atom 14 (C): -0.600, atom 15 (C): -0.653, atom 16 (C): -0.318, atom 17 (N): -0.192, atom 18 (C): -0.396, atom 19 (C): -0.358, atom 20 (N): -0.239, atom 21 (C): -0.701, atom 22 (C): -0.683, atom 23 (C): -0.718, atom 24 (C): 0.880, atom 25 (C): 0.857, atom 26 (N): -0.841, atom 27 (H): 0.503, atom 28 (H): 0.399, atom 29 (H): 0.354, atom 30 (H): 0.641, atom 31 (H): 0.436, atom 32 (H): 0.500, atom 33 (C): -1.083, atom 34 (N): 0.037, atom 35 (C): -0.382, atom 36 (C): 0.288, atom 37 (O): -0.663, atom 38 (N): -0.246, atom 39 (C): 0.189, atom 40 (N): -0.337, atom 41 (H): 0.361, atom 42 (H): 0.349, atom 43 (H): 0.373, atom 44 (H): 0.312, atom 45 (H): 0.280, atom 46 (H): 0.204, atom 47 (H): 0.208

No. 2
Formula: C19H13F5O2S
Source: the Open Molecules 2025 dataset
Level of theory: the ωB97M-V functional and the def2-TZVPD basis

Calculated values
Electronic energy: -48422.4741 eV
LUMO: -1.61 eV
Orbital gap: 0.269 hartree
Multiplicity: 1

Element x y z (Å)
O -2.0387 2.3846 1.8495
C -1.8952 1.1285 1.9516
C -0.5622 0.4497 1.4191
C 0.5184 1.3837 0.7802
C 1.8030 0.7352 0.2149
C 3.0036 1.4961 -0.5117
C 3.3022 0.7312 -1.8985
C 3.5188 1.7028 -3.1647
C 2.5796 1.3969 -4.4132
F 2.9208 2.2840 -5.4945
F 1.2032 1.6592 -4.0834
C 2.6871 -0.0967 -5.0013
F 1.4168 -0.7231 -4.7805
F 2.8573 -0.0583 -6.4250
F 3.7681 -0.8525 -4.5064
C 1.9433 -0.8259 0.3595
C 0.8671 -1.7433 0.9989
C -0.4302 -1.0840 1.5714
C -1.5222 -2.0508 2.2296
O -1.2155 -3.2636 2.3356
C -2.8829 -1.3813 2.6938
C -4.1050 -2.1682 3.2778
S -4.0834 -4.0119 3.4689
C -5.4238 -1.4279 3.7218
C -5.5362 0.1124 3.6105
C -4.3414 0.9405 3.0111
C -3.0482 0.1808 2.5644
H 0.3692 2.5114 0.7301
H 2.8191 2.6213 -0.6686
H 3.9494 1.4353 0.1532
H 2.5071 -0.0367 -2.1891
H 4.2928 0.1467 -1.7681
H 3.2547 2.7731 -2.8093
H 4.6408 1.7499 -3.4234
H 2.8857 -1.3202 -0.0549
H 1.0944 -2.8562 1.0436
H -3.9345 -4.5965 2.2076
H -6.2796 -2.0559 4.1373
H -6.4873 0.6603 3.9598
H -4.4165 2.0691 2.9024

Cartesian forces (eV/Å) of the 2 atoms listed first:
0.2 -4.6 0.6
0.1 1.8 -0.5

Okay, here come the natural (NBO) numbers, in e, for every atom: atom 1 (O): -0.540, atom 2 (C): 0.533, atom 3 (C): -0.102, atom 4 (C): -0.177, atom 5 (C): 0.013, atom 6 (C): -0.448, atom 7 (C): -0.416, atom 8 (C): -0.475, atom 9 (C): 0.632, atom 10 (F): -0.331, atom 11 (F): -0.328, atom 12 (C): 0.921, atom 13 (F): -0.316, atom 14 (F): -0.318, atom 15 (F): -0.312, atom 16 (C): -0.220, atom 17 (C): -0.164, atom 18 (C): -0.118, atom 19 (C): 0.541, atom 20 (O): -0.515, atom 21 (C): -0.128, atom 22 (C): -0.122, atom 23 (S): -0.002, atom 24 (C): -0.203, atom 25 (C): -0.198, atom 26 (C): -0.171, atom 27 (C): -0.095, atom 28 (H): 0.257, atom 29 (H): 0.228, atom 30 (H): 0.235, atom 31 (H): 0.234, atom 32 (H): 0.223, atom 33 (H): 0.241, atom 34 (H): 0.250, atom 35 (H): 0.225, atom 36 (H): 0.254, atom 37 (H): 0.164, atom 38 (H): 0.248, atom 39 (H): 0.240, atom 40 (H): 0.260

No. 3
Formula: C19H14BrCl2IrN3O5Se4
Source: the Open Molecules 2025 dataset
Level of theory: the ωB97M-V functional and the def2-TZVPD basis

Calculated values
Electronic energy: -393952.9711 eV
LUMO (alpha / beta): 0.21 / 0.21 eV
Orbital gap (alpha / beta): 0.176 / 0.175 hartree
Multiplicity: 1
Net charge: -1

Element x y z (Å)
Ir -0.3732 1.1116 1.1854
Se 0.6491 3.0168 2.2719
Se -0.9690 4.0945 3.3694
Se -3.2120 -0.5313 2.9799
Se -1.2317 0.4390 3.2298
Cl 6.5938 2.1884 4.1399
C 5.1012 1.4231 3.6538
C 4.3817 0.6760 4.6029
C 3.2179 0.0619 4.2483
Cl 2.3407 -0.8613 5.4256
C 2.6658 0.1280 2.9169
O 1.6046 -0.4829 2.6170
C 3.4276 0.9228 1.9995
C 2.9777 1.1411 0.6551
O 1.9293 0.7443 0.1508
C 4.6311 1.5474 2.3823
H 4.7525 0.5874 5.6149
H 3.6618 1.7478 0.0320
H 5.1716 2.1410 1.6543
Br -3.2444 -0.6541 -5.4581
C -1.8352 -0.2555 -4.2370
C -0.7437 -1.1079 -4.1764
C 0.2665 -0.8231 -3.2696
C 0.1708 0.2759 -2.4251
C -0.9309 1.1170 -2.5026
C -1.9342 0.8621 -3.4326
C -1.0810 2.3440 -1.6223
O -1.6849 3.2966 -2.0744
O -0.5101 2.3338 -0.4545
H -0.6866 -1.9701 -4.8271
H 1.1322 -1.4720 -3.2143
H 0.9476 0.4876 -1.7030
H -2.7718 1.5432 -3.4967
C -4.3867 -1.0742 -1.6756
N -3.0870 -1.3612 -1.0874
C -2.4961 -2.5685 -1.2015
C -1.3112 -2.8319 -0.6215
C -0.6814 -1.7768 0.1163
N -1.2591 -0.5774 0.2096
C -2.4832 -0.3218 -0.3695
O -3.0366 0.7522 -0.2889
N 0.4823 -1.9983 0.7077
H -4.6504 -1.8846 -2.3518
H -4.3366 -0.1386 -2.2275
H -5.1387 -0.9725 -0.8936
H -3.0310 -3.3039 -1.7875
H -0.8385 -3.7964 -0.7181
H 0.8760 -2.9197 0.6517
H 0.9632 -1.2994 1.3020

Cartesian forces (eV/Å) of the 2 atoms listed first:
-0.3 0.6 1.8
-1.0 -0.6 -0.3

Okay, here come the natural (NBO) numbers, in e, for every atom: atom 1 (Ir): 0.574, atom 2 (Se): 0.193, atom 3 (Se): -0.169, atom 4 (Se): -0.412, atom 5 (Se): 0.296, atom 6 (Cl): -0.037, atom 7 (C): -0.111, atom 8 (C): -0.240, atom 9 (C): -0.030, atom 10 (Cl): -0.013, atom 11 (C): 0.390, atom 12 (O): -0.728, atom 13 (C): -0.305, atom 14 (C): 0.417, atom 15 (O): -0.628, atom 16 (C): -0.159, atom 17 (H): 0.230, atom 18 (H): 0.113, atom 19 (H): 0.217, atom 20 (Br): 0.011, atom 21 (C): -0.096, atom 22 (C): -0.262, atom 23 (C): -0.226, atom 24 (C): -0.152, atom 25 (C): -0.158, atom 26 (C): -0.172, atom 27 (C): 0.788, atom 28 (O): -0.626, atom 29 (O): -0.789, atom 30 (H): 0.218, atom 31 (H): 0.211, atom 32 (H): 0.253, atom 33 (H): 0.245, atom 34 (C): -0.394, atom 35 (N): -0.422, atom 36 (C): 0.122, atom 37 (C): -0.386, atom 38 (C): 0.498, atom 39 (N): -0.639, atom 40 (C): 0.801, atom 41 (O): -0.606, atom 42 (N): -0.754, atom 43 (H): 0.197, atom 44 (H): 0.235, atom 45 (H): 0.216, atom 46 (H): 0.210, atom 47 (H): 0.223, atom 48 (H): 0.387, atom 49 (H): 0.472